# 1
The following is a quantum chemistry calculation of C4H5Cl in the gas phase in a non-equilibrium geometry, from OMol25.

Structure (XYZ):
```
10
Properties=species:S:1:pos:R:3:nbo_charge:R:1
C 0.19 -0.02 0.40 -0.14
C 1.47 0.67 0.31 -0.01
C -0.91 -0.41 1.20 -0.45
C 0.12 -0.34 -1.06 -0.63
Cl 1.55 2.29 0.16 0.12
H -0.92 -0.02 2.21 0.19
H -1.91 -0.89 1.08 0.23
H 0.31 0.60 -1.62 0.22
H -0.82 -0.81 -1.35 0.24
H 0.90 -1.07 -1.33 0.24
```

As for the total energy: -615.423410 Ha. For the relative energy (zero: lowest compared OMol25 entry of this formula, charge and spin), the calculation gives 83.0 kcal/mol. The calculation puts the highest occupied orbital energy at -8.34 eV.


# 2
The following is a quantum chemistry calculation of C39H47N7O4ReS2 as an isolated structure in a non-equilibrium geometry, from OMol25.

Structure (XYZ):
```
100
Properties=species:S:1:pos:R:3:lowdin_spin:R:1
Re -0.33 0.37 -0.03 2.37
C -2.46 -4.46 3.67 0.00
C -3.43 -3.56 2.91 0.00
N -2.95 -2.18 2.84 0.02
C -3.37 -1.27 3.88 0.00
C -4.62 -0.50 3.47 0.00
C -2.16 -1.81 1.84 0.02
S -1.77 -0.11 1.79 0.09
N -1.78 -2.72 0.98 0.02
C -0.97 -2.70 -0.06 0.01
O -0.36 -1.69 -0.53 0.04
C -0.79 -3.99 -0.72 0.00
C -1.69 -5.03 -0.51 0.00
C -1.51 -6.25 -1.14 0.00
C -0.42 -6.44 -1.98 0.00
C 0.48 -5.41 -2.20 0.00
C 0.30 -4.19 -1.58 0.00
H -2.84 -5.48 3.68 0.00
H -2.34 -4.13 4.70 0.00
H -1.49 -4.46 3.19 0.00
H -4.40 -3.54 3.39 0.00
H -3.55 -3.93 1.89 0.00
H -2.56 -0.57 4.11 0.00
H -3.57 -1.86 4.78 0.00
H -4.42 0.14 2.61 0.00
H -4.96 0.13 4.29 0.00
H -5.42 -1.19 3.21 0.00
H -2.53 -4.88 0.15 0.00
H -2.22 -7.05 -0.97 0.00
H -0.28 -7.40 -2.45 0.00
H 1.32 -5.57 -2.85 0.00
H 1.00 -3.39 -1.73 0.00
C 2.97 1.86 -4.06 0.00
C 2.64 0.44 -3.59 0.01
C 1.68 0.44 -2.53 0.06
N 0.91 0.51 -1.68 0.01
H 3.74 1.81 -4.83 0.00
H 3.35 2.47 -3.24 0.00
H 2.10 2.35 -4.48 0.00
H 3.55 -0.06 -3.23 0.00
H 2.24 -0.14 -4.43 0.00
O 2.97 -0.17 2.59 0.02
C 1.86 0.28 2.43 0.01
O 1.28 0.31 1.27 0.14
C 1.12 0.90 3.61 0.01
C 0.00 1.72 3.46 0.00
C -0.62 2.26 4.57 0.00
C -0.13 1.99 5.84 0.00
C 0.99 1.20 5.99 0.00
C 1.62 0.66 4.88 0.00
H -0.39 1.96 2.49 0.00
H -1.49 2.88 4.44 0.00
H -0.62 2.41 6.71 0.00
H 1.39 1.00 6.97 0.00
H 2.51 0.06 4.99 0.00
N 2.42 2.50 0.04 0.01
C 1.42 3.33 0.37 0.01
S -0.22 2.86 0.21 0.04
N 1.72 4.59 0.69 0.01
C 0.94 5.57 1.34 0.00
C 1.21 6.91 1.06 0.00
C 0.58 7.90 1.78 0.00
C -0.32 7.56 2.79 0.00
C -0.60 6.23 3.05 0.00
C 0.02 5.23 2.32 0.00
H 2.23 1.50 0.04 0.00
H 3.37 2.76 0.23 0.00
H 2.68 4.88 0.52 0.00
H 1.92 7.17 0.28 0.00
H 0.78 8.94 1.57 0.00
H -0.78 8.34 3.38 0.00
H -1.29 5.97 3.83 0.00
H -0.16 4.20 2.56 0.00
C -2.62 -1.17 -7.44 0.00
C -3.55 -1.87 -6.47 0.00
N -3.26 -1.57 -5.07 0.00
C -2.69 -2.63 -4.26 0.00
C -1.21 -2.83 -4.58 0.00
C -3.51 -0.32 -4.66 0.00
O -3.95 0.54 -5.40 0.00
C -3.33 0.09 -3.21 0.00
C -4.41 0.81 -2.69 0.02
C -4.27 1.43 -1.46 0.00
C -3.06 1.32 -0.79 0.02
N -2.03 0.61 -1.27 0.01
C -2.17 0.02 -2.46 0.02
H -2.90 -1.44 -8.45 0.00
H -1.58 -1.45 -7.28 0.00
H -2.71 -0.09 -7.34 0.00
H -3.51 -2.95 -6.60 0.00
H -4.58 -1.53 -6.66 0.00
H -3.24 -3.55 -4.46 0.00
H -2.82 -2.39 -3.20 0.00
H -1.10 -3.17 -5.61 0.00
H -0.78 -3.58 -3.92 0.00
H -0.66 -1.90 -4.47 0.00
H -5.31 0.92 -3.27 0.00
H -5.07 2.00 -1.03 0.00
H -2.92 1.82 0.15 0.00
H -1.30 -0.51 -2.83 0.00
```

As for the total energy: -3072.867463 Ha. Its multiplicity is 4. The expectation value of S² is 3.7753. For the relative energy (zero: lowest compared OMol25 entry of this formula, charge and spin), the calculation gives 41.4 kcal/mol. The calculation puts the highest occupied orbital energy (spin up / spin down) at -13.45 / -13.49 eV. Its charge is +2.


# 3
The following is a quantum chemistry calculation of a 10-piece molecular cluster, C44H72FN10O2 overall, from OMol25.

Structure (XYZ):
```
129
Properties=species:S:1:pos:R:3:lowdin_charge:R:1
O 2.32 2.57 -6.04 0.20
C 1.92 1.56 -5.55 -0.45
O 2.71 0.50 -5.27 0.01
C 2.96 0.41 -3.84 -0.11
C 2.53 -0.89 -3.27 -0.16
F 1.15 -1.06 -3.34 -0.05
C 0.48 1.33 -5.22 -0.08
C -0.09 0.11 -5.54 0.05
C -1.40 -0.12 -5.19 0.01
N -2.08 0.85 -4.56 0.13
C -1.56 2.04 -4.26 0.01
C -0.25 2.31 -4.58 0.05
H 2.52 1.25 -3.32 0.14
H 4.03 0.48 -3.69 0.14
H 2.79 -0.90 -2.22 0.09
H 2.99 -1.73 -3.77 0.13
H 0.49 -0.64 -6.04 0.14
H -1.88 -1.06 -5.39 0.15
H -3.05 0.65 -4.29 0.12
H -2.18 2.77 -3.77 0.14
H 0.19 3.26 -4.33 0.09
C 3.99 2.70 -8.98 -0.11
C 4.37 4.17 -9.08 -0.26
C 4.69 4.61 -10.51 -0.19
C 5.83 3.86 -11.05 -0.24
N 6.72 3.27 -11.45 0.15
H 4.82 2.06 -9.29 0.07
H 3.74 2.44 -7.95 0.04
H 3.13 2.47 -9.61 0.08
H 5.23 4.37 -8.44 0.11
H 3.54 4.78 -8.71 0.11
H 4.94 5.67 -10.54 0.12
H 3.83 4.45 -11.17 0.12
C -3.16 5.09 -0.70 -0.11
C -2.55 6.49 -0.79 -0.25
C -2.10 6.86 -2.21 -0.18
C -1.07 5.96 -2.72 -0.21
N -0.27 5.26 -3.13 0.16
H -2.44 4.32 -0.96 0.06
H -3.50 4.90 0.32 0.03
H -4.02 5.01 -1.37 0.08
H -1.70 6.55 -0.10 0.12
H -3.28 7.22 -0.45 0.12
H -1.70 7.87 -2.23 0.12
H -2.96 6.83 -2.88 0.12
C -0.61 2.56 2.37 -0.11
C -1.67 1.96 3.29 -0.27
C -3.11 2.23 2.85 -0.18
C -3.42 3.66 2.81 -0.23
N -3.66 4.78 2.79 0.15
H -0.67 3.65 2.35 0.07
H 0.37 2.27 2.75 0.02
H -0.72 2.18 1.35 0.07
H -1.52 2.34 4.30 0.09
H -1.53 0.88 3.34 0.11
H -3.81 1.76 3.54 0.12
H -3.29 1.81 1.86 0.10
C 5.75 2.04 3.00 -0.11
C 5.06 1.19 1.94 -0.26
C 3.61 1.62 1.69 -0.18
C 2.80 1.50 2.90 -0.21
N 2.16 1.40 3.84 0.19
H 5.26 1.95 3.97 0.07
H 6.78 1.73 3.13 0.07
H 5.75 3.10 2.72 0.08
H 5.08 0.14 2.24 0.11
H 5.61 1.26 1.00 0.11
H 3.16 0.99 0.91 0.11
H 3.57 2.66 1.35 0.12
C -4.54 -1.75 -0.94 -0.11
C -4.94 -0.32 -0.60 -0.25
C -6.07 0.22 -1.49 -0.17
C -5.67 0.22 -2.90 -0.22
N -5.36 0.23 -4.01 0.14
H -4.15 -1.83 -1.96 0.07
H -3.76 -2.10 -0.27 0.04
H -5.39 -2.43 -0.85 0.08
H -4.07 0.33 -0.69 0.10
H -5.27 -0.27 0.43 0.11
H -6.33 1.24 -1.21 0.12
H -6.97 -0.40 -1.40 0.13
C 1.35 0.51 9.35 -0.11
C 1.81 -0.36 8.19 -0.26
C 1.66 0.33 6.83 -0.22
C 0.26 0.66 6.57 -0.24
N -0.85 0.89 6.39 0.16
H 0.29 0.75 9.28 0.07
H 1.51 0.00 10.30 0.07
H 1.91 1.45 9.38 0.08
H 1.24 -1.29 8.19 0.11
H 2.86 -0.63 8.33 0.11
H 2.00 -0.32 6.03 0.10
H 2.24 1.25 6.79 0.11
C 1.57 -3.62 1.16 -0.12
C 1.67 -4.35 -0.17 -0.27
C 3.13 -4.57 -0.60 -0.18
C 3.82 -3.29 -0.76 -0.23
N 4.37 -2.29 -0.88 0.15
H 1.99 -2.62 1.09 0.07
H 0.53 -3.51 1.46 0.02
H 2.08 -4.16 1.95 0.08
H 1.14 -3.79 -0.94 0.09
H 1.18 -5.33 -0.09 0.11
H 3.16 -5.10 -1.55 0.12
H 3.67 -5.16 0.13 0.12
C -3.95 -4.41 2.17 -0.10
C -3.94 -5.21 0.88 -0.24
C -2.52 -5.47 0.36 -0.18
C -1.82 -4.21 0.11 -0.23
N -1.30 -3.20 -0.04 0.17
H -3.52 -3.42 2.03 0.07
H -4.98 -4.27 2.52 0.08
H -3.39 -4.90 2.97 0.03
H -4.51 -4.68 0.12 0.09
H -4.43 -6.18 1.04 0.11
H -2.54 -6.05 -0.56 0.12
H -1.94 -6.03 1.10 0.09
C -0.54 -7.01 6.56 -0.11
C -1.12 -5.61 6.73 -0.25
C -2.13 -5.25 5.63 -0.18
C -1.50 -5.27 4.31 -0.23
N -0.92 -5.29 3.32 0.19
H 0.03 -7.09 5.63 0.07
H 0.15 -7.23 7.38 0.07
H -1.32 -7.77 6.56 0.08
H -0.32 -4.87 6.74 0.11
H -1.63 -5.54 7.69 0.11
H -2.54 -4.25 5.80 0.12
H -2.96 -5.96 5.62 0.12
```

As for the total energy: -2517.408514 Ha. For the relative energy (zero: lowest compared OMol25 entry of this formula, charge and spin), the calculation gives 0.0 kcal/mol. The calculation puts the highest occupied orbital energy at -12.66 eV. Its charge is +1.


# 4
The following is a quantum chemistry calculation of an isolated ion of composition C5H14N2 and charge +2 in a non-equilibrium geometry, from OMol25.

Structure (XYZ):
```
21
Properties=species:S:1:pos:R:3:nbo_charge:R:1
C 1.60 -1.48 -0.40 -0.33
C 1.10 -0.49 0.30 0.09
N 2.25 0.07 1.20 -0.69
C -0.39 -0.31 0.66 -0.47
C -1.13 0.18 -0.66 -0.04
C -0.56 1.58 -1.00 -0.62
N -2.57 0.20 -0.34 -0.69
H 2.64 -1.69 -0.78 0.27
H 0.97 -2.49 -0.55 0.26
H 1.74 0.54 1.92 0.44
H 2.82 -0.73 1.61 0.48
H 2.80 0.78 0.81 0.45
H -0.75 -1.32 0.98 0.26
H -0.61 0.38 1.42 0.24
H -1.03 -0.45 -1.51 0.24
H 0.40 1.45 -1.42 0.25
H -0.42 2.13 0.00 0.21
H -1.20 2.26 -1.46 0.26
H -3.25 -0.53 -0.81 0.49
H -2.66 -0.21 0.67 0.45
H -2.92 1.12 -0.31 0.46
```

As for the total energy: -307.705992 Ha. For the relative energy (zero: lowest compared OMol25 entry of this formula, charge and spin), the calculation gives 51.8 kcal/mol. As for the SMILES: C=C([NH3+])C[C@H](C)[NH3+]. The calculation puts the highest occupied orbital energy at -18.48 eV. Its charge is +2.